1.
{"formula": "C42H28AsBr2N7O6W", "method": "wB97M-V/def2-TZVPD", "elements": ["W", "O", "C", "O", "C", "C", "C", "C", "C", "N", "C", "O", "O", "H", "H", "H", "H", "Br", "C", "C", "C", "C", "C", "C", "N", "N", "C", "C", "C", "C", "O", "C", "N", "C", "C", "C", "C", "H", "H", "H", "H", "H", "H", "H", "H", "H", "Br", "N", "C", "N", "C", "N", "O", "As", "C", "C", "C", "C", "C", "C", "C", "C", "C", "C", "C", "C", "C", "C", "C", "C", "C", "C", "H", "H", "H", "H", "H", "H", "H", "H", "H", "H", "H", "H", "H", "H", "H"], "xyz": [[-0.542766, 0.853557, 0.665577], [-0.529853, 5.268410, 1.293546], [-0.714273, 3.944782, 1.342718], [0.067836, 3.143649, 0.712972], [-1.781851, 3.378528, 2.072727], [-2.811054, 4.021967, 2.790606], [-3.792149, 3.266209, 3.385269], [-3.729741, 1.855927, 3.332431], [-2.684210, 1.273601, 2.651371], [-1.742742, 1.988426, 1.979951], [-2.338362, -0.168076, 2.526265], [-3.153810, -1.087218, 2.534861], [-1.064367, -0.347569, 2.331460], [0.188136, 5.468259, 0.672932], [-2.792318, 5.098032, 2.838561], [-4.605005, 3.742958, 3.907272], [-4.456923, 1.233882, 3.825247], [2.869652, 7.502328, -2.908005], [3.895926, 5.969062, -2.446451], [4.591000, 5.284307, -3.429920], [5.311588, 4.159233, -3.094714], [5.321972, 3.687502, -1.775187], [4.636650, 4.421483, -0.794148], [3.936849, 5.556534, -1.124756], [6.126347, 2.626253, -1.437611], [5.867199, 1.814873, -0.518805], [4.640091, 1.571031, 0.003657], [4.556443, 1.277223, 1.374228], [3.341613, 1.108269, 2.001393], [2.144541, 1.185529, 1.274247], [0.924065, 1.028122, 1.827425], [2.199269, 1.358168, -0.123222], [0.991884, 1.281818, -0.810787], [1.048583, 1.319391, -2.163802], [2.226354, 1.386112, -2.866567], [3.438899, 1.477140, -2.188614], [3.444568, 1.512172, -0.792859], [4.576980, 5.642183, -4.447365], [5.856304, 3.617165, -3.851463], [4.689092, 4.103486, 0.236292], [3.431209, 6.126643, -0.361409], [5.471935, 1.259145, 1.946086], [3.284532, 0.934190, 3.065437], [0.098853, 1.272889, -2.685698], [2.198891, 1.369479, -3.941750], [4.365851, 1.459215, -2.736599], [-2.025895, 2.188270, -1.079957], [3.220470, -4.571917, 0.315746], [2.855787, -3.494402, 0.161136], [2.475631, -2.274568, -0.044640], [1.440925, -1.638256, 0.090614], [0.471273, -0.945556, 0.117708], [-2.014737, -0.218525, 0.078964], [-1.936983, -1.896314, 0.296364], [-1.327721, -3.138525, 1.772697], [-2.257424, -4.099490, 2.156174], [-1.928782, -5.019933, 3.137637], [-0.682075, -4.981156, 3.739498], [0.223508, -3.997353, 3.382497], [-0.095870, -3.070788, 2.402192], [-1.110767, -2.571374, -1.367158], [-1.143697, -1.736136, -2.475484], [-0.599795, -2.162283, -3.676835], [-0.020247, -3.418864, -3.771557], [0.022324, -4.251068, -2.663347], [-0.522197, -3.828572, -1.458870], [-3.780628, -2.472843, -0.180797], [-4.021648, -3.762527, -0.660867], [-5.287212, -4.110922, -1.098696], [-6.311654, -3.176290, -1.079662], [-6.065121, -1.884876, -0.645861], [-4.801487, -1.532481, -0.195154], [-3.244245, -4.096551, 1.706139], [-2.656526, -5.758704, 3.437887], [-0.424938, -5.701537, 4.500911], [1.182563, -3.935711, 3.873431], [0.614013, -2.286212, 2.174447], [-1.609363, -0.752409, -2.386517], [-0.632972, -1.503905, -4.534224], [0.407878, -3.748506, -4.708033], [0.484728, -5.223930, -2.737428], [-0.485052, -4.458040, -0.573877], [-3.204539, -4.478490, -0.691266], [-5.470007, -5.107459, -1.470664], [-7.298857, -3.459164, -1.412001], [-6.851367, -1.145298, -0.671076], [-4.590981, -0.523610, 0.147135]], "atomic_forces_ev_per_a": [[-0.8, 4.8, 0.5], [-0.3, -0.5, 0.1], [2.1, -1.2, -2.0], [-1.4, 1.5, 1.4], [-0.9, -1.4, 0.5], [0.6, -0.5, -0.4], [0.0, -0.3, 0.0], [0.7, 0.3, -0.3], [0.1, 0.3, 0.2], [-0.5, 0.7, -0.8], [-1.0, -1.2, 0.6], [0.1, 0.8, 0.5], [0.0, 0.3, -0.5], [0.0, -0.2, 0.0], [-0.1, 0.1, 0.0], [-0.1, 0.1, 0.1], [-0.1, -0.1, 0.0], [0.1, -0.1, 0.0], [-0.1, 0.2, -0.1], [-0.2, 0.3, 0.0], [0.1, -0.5, 0.5], [-1.4, 1.5, -0.3], [0.3, -0.3, -0.1], [-0.1, 0.2, -0.1], [1.2, -1.2, 0.8], [2.0, -0.1, -1.2], [-2.1, -0.2, 1.3], [0.6, 0.5, -1.3], [-1.6, 0.1, -0.2], [0.2, -0.5, 1.0], [4.2, 0.4, 1.1], [0.0, 0.1, -1.2], [1.9, 0.3, -1.1], [-1.4, -0.1, 2.1], [1.7, 0.2, 0.3], [-1.1, -0.2, -0.7], [-0.1, -0.1, 0.8], [0.0, 0.0, -0.1], [0.1, -0.1, -0.1], [0.0, 0.0, 0.1], [-0.1, 0.1, 0.1], [0.1, -0.1, 0.0], [0.0, -0.1, 0.1], [0.0, 0.0, 0.2], [0.0, 0.0, -0.2], [0.1, 0.1, -0.1], [0.2, 0.4, -0.5], [0.4, -0.9, 0.1], [-0.3, -0.2, 0.1], [1.2, 0.4, -0.4], [-2.3, 1.4, 0.0], [1.0, -0.9, 0.3], [-2.0, -2.3, -0.2], [-1.0, -3.6, -1.2], [-0.3, 0.5, -0.5], [-0.1, 0.3, -0.4], [0.0, 0.0, 0.0], [-0.1, 0.0, 0.0], [0.0, 0.0, -0.1], [0.2, 0.2, -0.1], [0.0, 0.2, 0.3], [-0.3, 0.3, 0.1], [-0.1, 0.1, 0.1], [0.1, 0.0, 0.0], [0.0, 0.0, 0.0], [-0.2, 0.2, 0.5], [0.4, 0.4, 0.1], [0.4, 0.2, 0.2], [0.1, 0.0, 0.0], [0.0, 0.0, 0.0], [0.0, 0.0, 0.0], [0.3, 0.2, 0.2], [0.1, -0.1, 0.2], [-0.1, -0.1, 0.0], [0.0, -0.1, 0.1], [0.1, 0.0, 0.0], [-0.2, -0.1, 0.1], [0.1, -0.2, -0.1], [0.0, 0.0, -0.1], [0.0, 0.0, 0.0], [0.0, -0.1, 0.0], [0.1, -0.1, -0.1], [-0.2, 0.0, -0.1], [0.0, -0.1, 0.0], [-0.1, 0.0, -0.1], [-0.1, 0.1, 0.1], [-0.1, -0.1, -0.1]], "gap_ev": [5.14, 5.15], "energy_ha": -9902.93125, "largest_force_ev_per_a": 4.92, "homo_energy_ev": [-6.49, -6.49], "spin_multiplicity": 1}

---

2.
{"formula": "C5H9O3", "method": "wB97M-V/def2-TZVPD", "elements": ["C", "O", "C", "C", "O", "C", "C", "O", "H", "H", "H", "H", "H", "H", "H", "H", "H"], "xyz": [[1.415676, -1.255472, -0.951465], [0.925692, -0.248299, -1.719201], [0.960757, 1.063659, -1.185165], [-0.314018, 1.422001, -0.443981], [-0.429813, 0.775648, 0.807389], [-1.152615, -0.415399, 0.820209], [-1.220057, -0.946208, 2.218678], [-2.172903, -1.558820, 2.645588], [2.249822, -0.997631, -0.289008], [1.404893, -2.224712, -1.453617], [1.080662, 1.759164, -2.028517], [1.831923, 1.169132, -0.518618], [-0.304620, 2.506122, -0.257406], [-1.195878, 1.190610, -1.063070], [-0.585129, -1.186039, 0.144216], [-2.179581, -0.287311, 0.431212], [-0.314810, -0.766448, 2.842756]], "atomic_forces_ev_per_a": [[0.6, 0.1, -0.2], [-0.1, -0.3, -0.2], [0.2, 0.2, 0.2], [-0.2, 0.0, -0.1], [0.4, 0.7, 0.4], [0.3, -1.3, -1.7], [-0.3, -0.4, 0.4], [0.6, 0.4, -0.2], [-0.3, -0.1, -0.1], [-0.1, 0.4, 0.2], [0.0, -0.3, 0.1], [-0.2, 0.0, -0.1], [0.0, -0.3, 0.0], [0.2, 0.1, 0.0], [-1.1, 0.9, 1.2], [0.3, -0.1, 0.1], [-0.2, 0.0, -0.1]], "gap_ev": [8.71, 10.28], "s_squared": 0.75, "energy_ha": -421.51282, "largest_force_ev_per_a": 2.13, "homo_energy_ev": [-7.80, -9.81], "spin_multiplicity": 2}

---

What is the formula in the second record?
C5H9O3